Formula: C4H4NO2
Source: the Open Molecules 2025 dataset
Level of theory: the ωB97M-V functional and the def2-TZVPD basis

Last column: Mulliken charge in e.
CARTESIAN COORDINATES (ANGSTROEM)
H1 1.459 2.030 0.988  0.22
N1 1.094 1.108 0.858  -0.68
C1 -0.001 0.978 0.219  0.07
C2 -0.780 -0.228 0.041  0.35
C3 -0.587 -1.492 -0.298  -0.76
C4 -2.311 0.185 0.102  0.40
O1 -3.019 -0.349 0.968  -0.72
O2 -2.642 0.988 -0.787  -0.71
H2 -0.753 1.849 -0.205  0.28
H3 -1.343 -2.244 -0.461  0.32
H4 0.495 -1.908 -0.422  0.23

Values from the calculation:
Energy: -9797.774 eV
Kohn-Sham gap: 8.45 eV
ΔE to the lowest compared entry with this formula, charge and spin: 46.6 kcal/mol
Net charge: -1
Multiplicity: 1
Structure (SMILES): [H]/N=C/C(=C)C(=O)[O-]
HOMO level: -0.158 Ha

---

Formula: C4H4NO2S
Source: the Open Molecules 2025 dataset
Level of theory: the ωB97M-V functional and the def2-TZVPD basis

Last column: Mulliken charge in e.
CARTESIAN COORDINATES (ANGSTROEM)
C1 -0.167 1.382 0.468  -0.79
C2 0.279 0.177 0.129  0.67
C3 -0.633 -0.917 -0.085  0.34
C4 1.737 -0.295 -0.149  -1.10
N1 -2.559 0.413 0.541  -0.21
O1 -0.187 -1.992 -0.448  -0.66
O2 -1.944 -0.780 -0.023  -0.17
S1 -3.424 1.265 -0.445  -0.33
H1 0.441 2.084 0.809  0.39
H2 2.321 0.544 -0.612  0.32
H3 1.983 -1.046 -0.904  0.31
H4 2.152 -0.836 0.719  0.23

Values from the calculation:
Energy: -20628.717 eV
Kohn-Sham gap (spin up / spin down): 7.42 / 6.09 eV
ΔE to the lowest compared entry with this formula, charge and spin: 124.9 kcal/mol
Net charge: -1
Multiplicity: 1
HOMO level (spin up / spin down): -0.136 / -0.098 Ha

---

Formula: C4H4NO3S
Source: the Open Molecules 2025 dataset
Level of theory: the ωB97M-V functional and the def2-TZVPD basis

Last column: Mulliken charge in e.
CARTESIAN COORDINATES (ANGSTROEM)
C1 0.996 0.164 0.555  -0.97
C2 -0.478 -0.158 0.491  -0.14
S1 -0.817 -1.946 0.561  0.32
O1 -1.372 -2.355 1.871  -0.64
C3 -2.401 -1.750 -0.429  0.42
O2 -3.277 -2.580 -0.468  -0.62
N1 -2.364 -0.602 -1.058  -0.04
C4 -1.297 0.340 -0.831  0.30
O3 -1.238 1.376 -1.487  -0.67
H1 1.547 -0.513 -0.214  0.19
H2 1.241 -0.330 1.491  0.27
H3 1.067 1.258 0.404  0.31
H4 -3.004 -0.471 -1.832  0.24

Values from the calculation:
Energy: -22680.450 eV
Kohn-Sham gap: 6.97 eV
ΔE to the lowest compared entry with this formula, charge and spin: 65.0 kcal/mol
Net charge: -1
Multiplicity: 1
Structure (SMILES): CC1=S(=O)=C([O-])NC1=O
HOMO level: -0.121 Ha

---

Formula: C4H4NS
Source: the Open Molecules 2025 dataset
Level of theory: the ωB97M-V functional and the def2-TZVPD basis

Last column: Mulliken charge in e.
CARTESIAN COORDINATES (ANGSTROEM)
C1 1.136 -1.223 0.224  -0.02
C2 0.111 0.976 0.848  -0.60
C3 0.073 -0.212 -0.112  0.65
C4 -0.845 -0.394 -1.098  -0.72
N1 1.888 -2.073 0.321  -0.20
S1 0.092 2.356 -0.287  0.35
H1 -0.700 0.835 1.593  0.39
H2 0.932 0.987 1.433  0.47
H3 -1.736 0.122 -1.421  0.35
H4 -0.949 -1.374 -1.501  0.33

Values from the calculation:
Energy: -16525.369 eV
Kohn-Sham gap (spin up / spin down): 6.17 / 6.81 eV
ΔE to the lowest compared entry with this formula, charge and spin: 93.8 kcal/mol
Net charge: +1
Multiplicity: 1
HOMO level (spin up / spin down): -0.576 / -0.581 Ha

---

Formula: C4H4NS
Source: the Open Molecules 2025 dataset
Level of theory: the ωB97M-V functional and the def2-TZVPD basis

Last column: Mulliken charge in e.
CARTESIAN COORDINATES (ANGSTROEM)
C1 -0.631 -0.915 -0.253  0.05
C2 -1.313 0.162 0.187  -0.33
C3 1.730 -1.579 -0.484  0.10
C4 0.485 2.204 0.284  -0.42
N1 0.681 -1.116 -0.347  0.08
S1 -0.904 1.702 0.971  0.12
H1 -1.194 -1.769 -0.624  0.35
H2 -2.391 0.056 0.184  0.31
H3 2.728 -1.901 -0.621  0.46
H4 0.810 3.155 0.703  0.28

Values from the calculation:
Energy: -16525.514 eV
Kohn-Sham gap: 7.11 eV
ΔE to the lowest compared entry with this formula, charge and spin: 90.4 kcal/mol
Net charge: +1
Multiplicity: 1
HOMO level: -0.476 Ha

---

Formula: C4H4NiO5
Source: the Open Molecules 2025 dataset
Level of theory: the ωB97M-V functional and the def2-TZVPD basis

Last column: Mulliken charge in e.
CARTESIAN COORDINATES (ANGSTROEM)
O1 -0.592 1.159 0.868  -0.84
C1 -2.449 0.875 1.606  0.88
O2 -2.540 0.005 2.392  -0.35
O3 -2.999 1.533 0.741  -0.58
H1 2.680 -0.582 -1.288  0.26
O4 1.246 0.851 -0.929  -0.38
C2 1.910 -0.359 -0.538  -0.26
C3 0.776 -1.391 -0.508  -0.23
O5 -0.367 -0.634 -0.927  -0.40
C4 -0.108 0.708 -0.697  0.93
H2 2.386 -0.230 0.444  0.22
H3 0.610 -1.803 0.497  0.22
H4 0.917 -2.216 -1.218  0.26
Ni1 -1.469 2.082 -0.443  0.28

Values from the calculation:
Energy: -55489.313 eV
Kohn-Sham gap (spin up / spin down): 7.80 / 8.57 eV
ΔE to the lowest compared entry with this formula, charge and spin: 60.6 kcal/mol
Net charge: 0
Multiplicity: 3
HOMO level (spin up / spin down): -0.307 / -0.349 Ha